Entry 1:
Density functional theory data (wB97M-V/def2-TZVPD) for a gas-phase ion, CH7NO3P (charge +1) at a distorted geometry.

```
13
Properties=species:S:1:pos:R:3:forces:R:3
H -1.649771 -2.263939 0.268852 -3.15 -4.46 1.33
H -2.030843 1.204615 -1.543345 -0.05 -0.31 0.32
N 1.515889 -0.311667 0.196705 0.18 -3.77 0.20
O -1.526134 0.473870 -1.150208 -0.51 0.26 -0.67
H 0.450164 1.089097 -0.723468 -0.26 0.35 -1.12
H 2.341382 -0.248704 -0.457522 -0.96 0.01 0.85
H 1.815084 -0.721815 1.132629 -0.30 0.80 -1.26
O -0.511159 0.704725 1.079440 1.33 -0.96 -1.45
P -1.879546 -0.015097 0.353594 1.71 -0.57 -0.03
H 0.786574 -1.037630 -0.205392 1.55 0.98 0.75
O -1.182706 -1.542040 0.073818 3.02 5.77 -0.98
H 1.134427 1.790116 0.705732 0.94 -0.53 0.17
C 0.736637 0.878471 0.269161 -3.50 2.43 1.90
```
Forces are in eV/Å.

Output
Lowest unoccupied orbital energy: -3.61 eV
Total charge: +1
E_HOMO: -14.387 eV
HOMO-LUMO gap: 10.8 eV
Max |F|: 6.59 eV Å⁻¹
Structure (SMILES): [NH3+]COP(O)O

Mulliken atomic charge list, values in e, 2 entries:
1. H 0.301
2. H 0.349

=====

Entry 2:
Density functional theory data (wB97M-V/def2-TZVPD) for a molecular structure, C26H14BF9NO3S at a distorted geometry.

```
55
Properties=species:S:1:pos:R:3:forces:R:3
C -3.371282 7.256603 -1.174330 0.05 -0.31 0.58
F -8.034289 3.001799 -1.992020 1.81 -0.46 0.64
F -0.460368 5.268023 -0.190783 -1.06 1.46 -0.43
C -1.518476 -3.819679 -2.256881 0.08 0.07 -0.16
H -0.218974 7.572817 1.034833 -0.18 -0.01 -0.19
C 0.536119 3.742458 -4.496555 0.07 -0.73 0.04
C -1.604311 4.354864 -2.808308 0.62 0.29 -1.24
H -1.607382 -1.777873 1.979686 -0.11 -0.07 -0.12
C -6.670109 3.154775 -1.760534 -0.54 1.57 -0.76
C -3.158826 8.449294 -0.508534 0.19 0.10 0.28
C -1.270888 5.143684 -3.912035 0.09 -0.25 0.88
H -6.066212 2.036339 -3.525927 0.06 0.07 0.19
C -1.949097 2.551855 1.630754 -1.44 -0.98 1.14
C -2.879057 -0.544579 -0.927224 -0.11 -1.10 -0.42
C -1.470112 -2.783507 0.040754 -0.18 0.08 -0.33
C -2.645147 -0.761394 0.426483 -0.09 0.45 1.04
H -6.957362 4.181988 0.129238 0.26 0.00 -0.19
C -2.500828 -1.555344 -1.812464 -0.02 0.00 0.54
H -2.728585 -1.468355 -2.887254 0.20 -0.09 0.55
F 1.561526 3.384263 -5.357318 -1.05 0.60 0.88
F -4.570094 7.092008 -1.819251 0.97 0.33 0.14
O -2.571770 0.112346 2.890298 0.14 -1.86 1.12
C -2.470101 6.181668 -1.165151 -0.12 1.16 0.15
C -1.335598 6.330033 -0.352261 0.03 -0.27 0.40
C -2.009562 8.532670 0.278712 0.75 0.51 -0.77
C -4.062768 4.194359 -1.751266 -0.44 -0.44 -0.24
C -0.231745 4.874879 -4.764259 0.63 -0.25 -0.45
C -5.769582 2.721894 -2.738356 -0.65 -0.06 0.23
C -0.777634 3.250236 -2.560896 0.11 -0.09 0.85
H -0.879866 -3.625786 0.428797 -0.27 0.25 -0.42
H -0.999464 -3.429618 -3.137171 0.04 -0.16 0.01
F -4.503810 4.962202 0.484612 -0.46 0.16 -1.60
C -1.844536 -2.699893 -1.313331 0.25 0.10 0.29
F -0.941655 2.541253 -1.395451 0.07 0.91 -1.93
H -3.352533 0.362295 -1.290769 0.00 -0.12 0.27
N -2.112993 1.512110 0.782407 1.33 2.51 0.38
H -0.893421 -4.566042 -1.769975 0.06 -0.06 -0.07
C -4.481874 3.214305 -2.659500 0.18 -1.25 0.44
H -0.023432 5.536229 -5.587135 0.13 -0.02 -0.20
H -2.428342 -4.311464 -2.606699 -0.01 -0.05 -0.01
O -4.440461 0.897186 1.437061 -0.26 -0.52 0.28
C -6.270191 3.962974 -0.685126 0.07 -0.42 -0.38
C -4.954669 4.430991 -0.693242 -0.60 -0.82 1.13
C -1.869214 -1.782588 0.927490 -0.23 -0.66 -0.82
F -1.996037 6.301913 -4.077626 0.35 -0.76 -0.24
H -3.854308 9.274109 -0.610560 0.12 -0.07 0.10
S -3.048469 0.524533 1.615853 -0.84 -0.28 -2.37
F -3.531928 2.541938 -3.382013 -0.93 1.02 -0.09
H -1.377998 3.443282 1.359026 0.33 -0.10 -0.33
H 0.930647 2.050428 -3.156866 -0.35 0.48 -0.19
C 0.293415 2.912351 -3.394087 0.02 0.23 -0.10
C -1.094524 7.485854 0.396545 -0.23 -0.07 -0.11
F -1.646633 9.766123 0.790579 -0.64 -1.32 -0.13
B -2.785946 4.946039 -2.022398 0.87 -1.33 2.19
O -2.518656 2.479109 2.746656 0.93 2.61 -0.45
```
Forces are in eV/Å.

Output
Lowest unoccupied orbital energy: 1.25 eV
Total charge: -1
E_HOMO: -4.715 eV
HOMO-LUMO gap: 6.0 eV
Max |F|: 2.87 eV Å⁻¹

Mulliken atomic charge list, values in e, 2 entries:
1. C 0.440
2. F -0.325

=====

Entry 3:
Density functional theory data (wB97M-V/def2-TZVPD) for a molecular structure, C6H16N2 at a distorted geometry.

```
24
Properties=species:S:1:pos:R:3:forces:R:3
H -3.985210 1.309869 -0.363349 -0.18 0.11 0.25
H -2.665177 2.467890 -0.252453 0.11 0.27 0.11
C -1.727285 0.252778 -1.411320 1.02 -0.05 0.15
N -2.141062 0.413642 -0.037097 -0.49 0.49 0.85
H 1.442120 -1.309496 -0.495260 -3.54 0.62 -1.59
H 2.449091 -0.537371 1.275120 0.17 -0.17 0.05
C 2.399481 -1.106175 0.345265 1.63 2.85 2.63
H 0.500904 -0.661414 1.847971 -0.08 0.25 0.26
H -0.567798 -1.516348 0.732764 0.00 -0.24 0.29
H -0.825871 0.840410 -1.672028 -0.38 0.23 0.05
C -3.060533 1.537431 0.167736 0.43 -0.69 -0.63
H -1.501103 0.525333 1.941632 -0.08 -0.05 -0.23
H 3.880241 0.341795 -0.323071 0.15 -0.14 0.08
C -1.067786 0.516030 0.933038 0.82 0.50 0.24
H 4.377382 -1.423744 -0.449500 0.18 0.41 0.18
H -0.481324 1.458099 0.845294 -0.34 0.05 -0.14
N 0.914407 -0.346930 -0.223404 2.82 -2.23 0.41
H 3.245426 -0.733371 -1.571432 0.15 0.17 -0.06
H -3.208260 1.647336 1.238096 -0.34 0.14 -0.02
H -2.531198 0.504285 -2.097674 -0.13 -0.20 0.03
H 2.390986 -2.142534 0.717170 -0.38 -0.12 -0.78
H -1.393425 -0.776229 -1.514463 -0.21 -0.18 -0.47
C 3.579284 -0.680491 -0.530572 -0.94 -1.01 -0.50
C -0.023284 -0.580805 0.897534 -0.41 -0.99 -1.14
```
Forces are in eV/Å.

Output
Lowest unoccupied orbital energy: 0.99 eV
Total charge: 0
E_HOMO: -8.080 eV
HOMO-LUMO gap: 9.1 eV
Max |F|: 4.21 eV Å⁻¹

Mulliken atomic charge list, values in e, 2 entries:
1. H 0.325
2. H 0.359

=====

Entry 4:
Density functional theory data (wB97M-V/def2-TZVPD) for 2 unconnected molecules or ions with the total composition C6H16NS at a distorted geometry.

```
24
Properties=species:S:1:pos:R:3:forces:R:3
H -2.027128 -0.180545 1.845774 1.51 0.14 -0.07
C -1.982887 0.845065 -0.088349 2.05 -0.69 1.64
N 1.443367 -0.425941 -0.004135 -2.27 -0.99 -2.90
H 0.356557 -0.053295 -1.869237 -0.96 -1.20 -0.52
H 1.421785 0.988814 1.536746 0.87 -0.82 -0.23
H -3.210780 -0.290344 -1.458072 -0.08 0.72 0.17
H -3.168473 1.591666 -1.610562 0.44 -1.87 0.08
C 2.131434 0.292339 0.988167 -0.04 3.62 -1.06
H 1.806141 0.758986 -1.890318 2.42 0.39 -0.94
C 1.078403 0.397696 -1.253340 -1.52 0.66 4.48
S -2.125609 -1.937479 0.363914 1.13 1.05 -0.10
H 2.537322 -2.120242 0.487799 -0.57 -0.80 1.21
H 0.997006 -2.432416 -0.490053 -2.28 -1.76 0.31
H 2.460102 -1.979892 -1.112318 -0.46 0.56 0.01
H -1.092850 1.532363 -0.074189 -0.23 -0.91 -0.18
C -2.587878 0.619813 -1.379996 -1.23 1.24 -3.07
H 0.567785 1.341858 -0.843466 0.83 -1.16 -0.58
H 2.728009 -0.274622 1.632496 0.47 -1.11 1.11
H -2.596990 1.481170 0.469306 -1.36 0.87 1.45
H -1.714506 -2.386107 1.563229 -0.39 -0.24 0.05
H -1.870620 0.557989 -2.194227 0.17 -0.15 -0.04
C -1.780464 -0.333962 0.783830 -1.80 -0.25 0.03
H 2.838039 0.971573 0.444946 -0.12 -0.14 0.74
C 1.788282 -1.840437 -0.224060 3.44 2.84 -1.59
```
Forces are in eV/Å.

Output
Lowest unoccupied orbital energy (alpha / beta): -6.14 / -6.14 eV
Total charge: +1
E_HOMO (alpha / beta): -11.680 / -11.681 eV
HOMO-LUMO gap (alpha / beta): 5.5 / 5.5 eV
Max |F|: 4.78 eV Å⁻¹

Mulliken atomic charge list, values in e, 2 entries:
1. H 0.392
2. C -0.227

=====

Entry 5:
Density functional theory data (wB97M-V/def2-TZVPD) for C2H4N4 in the gas phase at a distorted geometry.

```
10
Properties=species:S:1:pos:R:3:forces:R:3
H 2.069665 -0.439097 0.241657 0.62 -1.42 0.02
H 2.130183 1.583423 -0.020122 2.62 0.23 0.14
C -1.213850 -0.308567 0.301825 -0.03 0.61 -0.46
N 1.165651 -0.038445 0.202754 -0.26 0.34 -0.76
N 1.223930 1.263270 0.049060 -4.07 -0.45 0.26
C 0.057790 -0.812375 0.159942 0.58 -0.42 0.14
H -3.968020 1.017173 -0.029833 1.46 -1.48 -0.05
H 0.011186 -1.913821 0.057536 1.18 0.85 0.25
N -2.332556 -0.080379 0.039003 0.63 0.86 0.68
N -3.553543 0.040026 0.067127 -2.72 0.89 -0.23
```
Forces are in eV/Å.

Output
Lowest unoccupied orbital energy (alpha / beta): 0.53 / 0.21 eV
Total charge: 0
E_HOMO (alpha / beta): -7.153 / -7.391 eV
HOMO-LUMO gap (alpha / beta): 7.7 / 7.6 eV
Max |F|: 4.10 eV Å⁻¹

Mulliken atomic charge list, values in e, 2 entries:
1. H 0.230
2. H 0.176

=====

Entry 6:
Density functional theory data (wB97M-V/def2-TZVPD) for a molecular structure, C10H26BLiNO2 at a distorted geometry.

```
41
Properties=species:S:1:pos:R:3:forces:R:3
H 2.424822 0.817928 -2.114277 0.01 -0.54 -0.59
H -1.423158 -1.254052 2.308313 -0.07 -0.32 -0.16
C 0.509612 -1.460872 -2.157897 0.73 -0.08 0.31
H 1.435122 0.309938 2.687903 -0.80 -0.13 0.16
H -3.087268 0.764788 -0.226327 -0.11 -0.14 -0.22
C -1.359438 -0.519612 0.212243 -0.69 2.88 0.89
H -1.961308 -1.734542 -1.491687 0.12 0.25 0.01
C 0.682972 1.095928 2.620083 -1.38 2.00 2.42
H 2.661582 -0.289242 2.455183 0.82 -0.65 4.14
H -0.501958 1.927878 1.358403 0.28 -0.04 -0.16
H -0.276058 0.912148 3.104433 0.67 -0.13 1.09
H -3.116518 -1.667712 -0.205447 -0.14 0.23 0.20
H -2.089138 0.057968 -2.407007 0.26 0.00 -0.44
H 2.218672 1.148018 -0.464187 0.06 -0.39 -0.28
C -1.845058 -0.438232 1.721323 1.33 -0.56 -0.50
N 0.104932 -0.407642 0.087393 -8.34 -6.54 -8.87
H 3.628332 -0.230092 0.962703 4.25 0.16 -1.42
O 0.293712 1.394138 1.298153 -1.83 6.58 2.13
C -2.009548 0.782038 -0.388507 1.08 -0.11 -1.83
H -1.664578 -2.607552 -0.040787 0.20 -0.04 0.24
C 0.676522 -0.150582 -1.274837 -1.76 -1.08 -1.40
H -1.640528 1.678008 0.110663 -0.08 -0.03 -0.05
H 2.718652 -0.528622 -0.900577 0.40 0.59 -0.11
H -1.406808 0.438738 2.197723 -1.11 -0.21 -0.35
H -0.239748 -1.409682 -2.947797 0.09 0.51 -0.22
H 1.173412 1.964238 3.060083 0.04 0.19 0.28
H 0.196342 -2.334822 -1.586777 0.27 0.23 0.49
H -2.932888 -0.472862 1.780613 0.04 0.17 -0.09
C -1.616778 0.924928 -1.945087 -0.79 -0.73 1.91
H 1.472522 -1.739542 -2.585967 0.03 0.07 -0.29
H 0.353312 1.226498 -2.970607 -0.23 -0.97 -0.55
H -2.117198 1.809618 -2.338797 0.24 0.14 -0.18
B 2.639212 -0.147232 1.385803 5.78 0.64 1.14
Li 0.979322 0.145978 0.939713 5.72 2.04 5.39
C -2.045558 -1.654572 -0.407897 -0.61 -2.41 -0.97
C 2.119772 0.336518 -1.185147 -0.30 -0.24 -0.75
O 0.789782 -1.387222 0.843023 -6.87 -4.30 -2.00
H 2.147372 0.762768 1.078853 1.28 3.52 -0.09
H 0.116432 1.944048 -1.554607 0.32 0.10 0.86
H 2.082402 -0.982132 0.989373 1.70 -1.85 -0.84
C -0.091268 0.974718 -2.007777 -0.62 1.16 0.69
```
Forces are in eV/Å.

Output
Lowest unoccupied orbital energy: 2.75 eV
Total charge: -1
E_HOMO: -1.344 eV
HOMO-LUMO gap: 4.1 eV
Max |F|: 13.82 eV Å⁻¹

Mulliken atomic charge list, values in e, 2 entries:
1. H 0.499
2. H 0.397